No. 1
{"formula": "C32H67F5N5O8", "method": "ωB97M-V/def2-TZVPD", "charge": 1, "lumo_energy_ha": -0.1084, "e_tot_ev": -71677.4991, "homo_ev": -10.26, "gap_ha": 0.26852, "elements": ["N", "C", "F", "F", "C", "C", "C", "C", "C", "C", "F", "F", "F", "C", "H", "H", "H", "H", "H", "H", "H", "C", "O", "C", "C", "N", "C", "C", "O", "C", "H", "H", "H", "H", "H", "H", "H", "H", "H", "H", "H", "H", "H", "H", "H", "C", "O", "C", "C", "N", "C", "C", "O", "C", "H", "H", "H", "H", "H", "H", "H", "H", "H", "H", "H", "H", "H", "H", "H", "C", "O", "C", "C", "N", "C", "C", "O", "C", "H", "H", "H", "H", "H", "H", "H", "H", "H", "H", "H", "H", "H", "H", "H", "C", "O", "C", "C", "N", "C", "C", "O", "C", "H", "H", "H", "H", "H", "H", "H", "H", "H", "H", "H", "H", "H", "H", "H"], "xyz": [[0.261, -0.188, -1.076], [1.517, 0.617, -0.951], [1.117, 1.861, -0.633], [2.166, 0.137, 0.104], [2.348, 0.687, -2.195], [2.139, -0.130, -3.300], [2.913, -0.009, -4.442], [3.934, 0.931, -4.474], [4.155, 1.749, -3.375], [5.268, 2.766, -3.423], [6.220, 2.434, -2.538], [4.819, 3.974, -3.061], [5.813, 2.870, -4.623], [3.375, 1.618, -2.244], [-0.063, -0.289, -2.040], [-0.495, 0.297, -0.564], [0.336, -1.125, -0.653], [1.364, -0.890, -3.296], [2.716, -0.642, -5.295], [4.531, 0.996, -5.372], [3.572, 2.256, -1.390], [4.328, -6.868, -0.600], [4.158, -6.736, 0.798], [5.134, -5.918, 1.432], [4.518, -4.627, 1.929], [4.144, -3.755, 0.820], [3.330, -2.610, 1.205], [1.939, -2.851, 1.785], [1.005, -3.375, 0.850], [1.022, -4.792, 0.695], [3.641, -7.639, -0.944], [4.095, -5.936, -1.128], [5.348, -7.176, -0.848], [5.984, -5.724, 0.772], [5.505, -6.476, 2.296], [5.240, -4.106, 2.564], [3.651, -4.896, 2.546], [3.636, -4.297, 0.134], [3.192, -2.004, 0.306], [3.904, -2.003, 1.913], [1.538, -1.872, 2.071], [1.956, -3.450, 2.700], [1.287, -5.301, 1.623], [1.707, -5.090, -0.102], [0.020, -5.107, 0.404], [4.353, 8.469, -2.639], [3.168, 8.560, -1.870], [2.271, 9.580, -2.298], [1.017, 8.980, -2.902], [1.299, 8.343, -4.183], [0.203, 7.536, -4.711], [-0.236, 6.314, -3.909], [0.728, 5.273, -3.856], [1.711, 5.414, -2.847], [5.027, 7.786, -2.125], [4.157, 8.073, -3.641], [4.844, 9.442, -2.726], [2.753, 10.271, -2.994], [1.987, 10.148, -1.409], [0.278, 9.772, -3.052], [0.611, 8.269, -2.170], [2.114, 7.754, -4.084], [0.516, 7.186, -5.698], [-0.665, 8.184, -4.866], [-1.102, 5.887, -4.421], [-0.575, 6.574, -2.899], [1.320, 5.910, -1.955], [2.586, 5.952, -3.218], [2.044, 4.412, -2.567], [-3.082, -5.970, -0.599], [-2.501, -5.718, 0.668], [-2.963, -4.522, 1.289], [-3.821, -4.823, 2.500], [-5.101, -5.400, 2.113], [-5.886, -5.934, 3.225], [-5.312, -7.107, 4.014], [-5.228, -8.316, 3.284], [-4.068, -8.472, 2.490], [-2.539, -6.798, -1.051], [-4.135, -6.255, -0.513], [-2.996, -5.098, -1.255], [-3.495, -3.884, 0.577], [-2.073, -3.978, 1.625], [-4.000, -3.894, 3.049], [-3.246, -5.497, 3.150], [-4.939, -6.144, 1.448], [-6.843, -6.256, 2.808], [-6.104, -5.116, 3.920], [-6.003, -7.309, 4.836], [-4.346, -6.871, 4.479], [-3.197, -7.985, 2.937], [-4.226, -8.092, 1.476], [-3.863, -9.539, 2.408], [-6.023, 3.147, 2.491], [-4.867, 3.825, 2.952], [-4.344, 3.321, 4.175], [-3.011, 2.636, 3.950], [-3.176, 1.387, 3.212], [-1.931, 0.795, 2.746], [-1.096, 1.582, 1.737], [-1.704, 1.722, 0.452], [-2.620, 2.809, 0.333], [-6.428, 3.718, 1.657], [-5.789, 2.136, 2.138], [-6.785, 3.088, 3.273], [-5.054, 2.654, 4.671], [-4.181, 4.180, 4.831], [-2.549, 2.422, 4.917], [-2.368, 3.346, 3.413], [-3.775, 1.553, 2.414], [-2.190, -0.164, 2.285], [-1.304, 0.569, 3.614], [-0.174, 1.012, 1.572], [-0.782, 2.558, 2.116], [-2.328, 3.653, 0.960], [-3.635, 2.495, 0.578], [-2.619, 3.132, -0.708]], "forces_ev_per_a": [[-0.80, -0.43, 0.31], [0.40, 0.96, -0.57], [-0.25, 0.00, 0.14], [0.10, -0.32, 0.37], [0.25, -0.48, -0.62], [-0.39, -0.24, 0.08], [0.10, 0.19, 0.32], [-0.33, -0.32, -0.17], [0.04, -0.33, -0.65], [-0.30, -0.09, 0.74], [0.28, -0.06, -0.03], [-0.12, 0.29, -0.02], [0.20, -0.03, -0.30], [0.07, 0.41, 0.57], [0.18, 0.11, -0.04], [-0.21, 0.47, 0.16], [0.36, -0.07, -0.04], [0.04, -0.03, -0.04], [0.04, -0.03, -0.02], [0.13, 0.22, 0.07], [-0.04, 0.03, -0.01], [-0.08, -0.08, 0.11], [0.05, 0.12, -0.22], [-0.02, -0.11, 0.33], [-0.10, -0.01, -0.19], [-0.17, -0.03, 0.16], [0.13, -0.07, -0.25], [-0.01, 0.28, 0.11], [-0.02, 0.18, -0.02], [-0.23, -0.04, -0.30], [-0.01, 0.00, 0.05], [0.11, 0.00, -0.07], [0.01, 0.04, -0.04], [-0.07, 0.05, -0.08], [0.03, 0.00, -0.02], [-0.02, 0.03, 0.00], [0.08, -0.05, 0.13], [0.04, -0.05, -0.02], [0.09, 0.04, 0.01], [-0.04, 0.00, 0.04], [0.01, -0.01, 0.04], [0.00, -0.16, -0.10], [0.09, 0.05, 0.01], [0.11, -0.09, 0.12], [-0.03, 0.04, 0.09], [-0.05, -0.07, 0.12], [0.12, 0.02, -0.21], [-0.21, 0.05, 0.29], [0.17, -0.16, -0.14], [-0.13, -0.05, 0.14], [0.25, 0.02, -0.10], [-0.27, -0.02, -0.18], [-0.01, 0.01, 0.19], [0.05, -0.18, -0.18], [-0.04, -0.01, 0.03], [0.06, 0.09, -0.06], [0.01, 0.00, -0.06], [0.03, -0.10, -0.08], [0.02, 0.02, -0.01], [-0.02, -0.02, -0.01], [-0.07, 0.12, 0.11], [0.05, 0.04, -0.03], [-0.08, -0.02, -0.01], [-0.02, 0.00, 0.06], [0.02, -0.02, -0.01], [0.14, 0.04, 0.05], [0.01, 0.09, -0.03], [0.02, 0.09, 0.16], [-0.05, -0.02, -0.02], [0.09, -0.14, 0.09], [-0.11, 0.13, -0.24], [0.27, 0.08, 0.31], [-0.14, -0.23, -0.15], [0.12, 0.03, 0.08], [-0.08, -0.02, -0.21], [-0.17, 0.00, 0.20], [0.13, 0.10, -0.02], [-0.16, -0.18, -0.03], [0.02, -0.01, 0.05], [-0.04, 0.09, -0.09], [-0.06, 0.01, -0.01], [-0.10, -0.10, -0.03], [0.00, 0.02, -0.02], [-0.01, -0.01, 0.03], [0.11, 0.12, 0.06], [-0.01, -0.01, -0.01], [-0.02, 0.00, 0.06], [0.05, 0.00, 0.02], [0.00, -0.01, -0.01], [0.07, 0.01, -0.12], [-0.01, 0.07, -0.02], [0.13, 0.08, 0.00], [-0.03, 0.00, 0.05], [0.06, 0.13, -0.04], [-0.10, -0.24, -0.04], [0.17, 0.28, 0.11], [-0.11, -0.11, -0.16], [0.19, 0.15, -0.06], [-0.30, -0.10, -0.08], [0.16, -0.17, 0.11], [0.33, -0.30, 0.07], [-0.13, -0.05, -0.38], [0.04, 0.03, 0.01], [-0.09, -0.06, 0.07], [-0.01, -0.06, 0.00], [0.00, -0.08, -0.10], [-0.02, -0.01, 0.02], [0.02, -0.02, -0.01], [0.03, 0.10, 0.13], [-0.09, -0.03, 0.05], [0.08, -0.03, 0.01], [0.04, 0.06, -0.01], [0.02, 0.03, 0.03], [-0.11, 0.05, -0.03], [0.00, -0.06, 0.08], [0.00, 0.09, 0.12], [0.08, -0.02, 0.01]]}



No. 2
{"formula": "C21H22N4O3", "method": "ωB97M-V/def2-TZVPD", "smiles": "Cc1ccc(-c2cc(C(=O)N3CCN(C(=O)c4ccco4)CC3)[nH]n2)cc1C", "lumo_energy_ha": -0.0215, "e_tot_ev": -34218.6109, "homo_ev": -7.80, "gap_ha": 0.26509, "elements": ["C", "C", "C", "C", "C", "C", "C", "C", "C", "O", "N", "C", "C", "N", "C", "O", "C", "C", "C", "C", "O", "C", "C", "N", "N", "C", "C", "C", "H", "H", "H", "H", "H", "H", "H", "H", "H", "H", "H", "H", "H", "H", "H", "H", "H", "H", "H", "H", "H", "H"], "xyz": [[8.166, -0.475, -0.906], [6.831, -0.238, -0.655], [6.108, 0.823, -1.368], [4.677, 0.945, -1.076], [4.011, 0.078, -0.197], [2.612, 0.300, 0.180], [1.710, 1.216, -0.255], [0.418, 1.162, 0.492], [-0.706, 2.004, 0.160], [-0.940, 3.143, 0.521], [-1.920, 1.120, -0.204], [-1.983, -0.193, -0.256], [-2.809, -0.900, 0.615], [-4.194, -0.388, 0.659], [-5.114, -1.001, -0.350], [-4.806, -2.274, -0.540], [-6.469, -0.823, -0.219], [-7.458, -1.057, -0.969], [-8.720, -0.460, -0.618], [-8.215, 0.540, 0.177], [-6.941, 0.573, 0.369], [-4.167, 0.909, 0.786], [-3.153, 1.911, -0.148], [0.725, 0.225, 1.176], [2.012, -0.095, 1.312], [4.661, -0.796, 0.701], [5.956, -1.086, 0.528], [6.777, -1.982, 1.006], [8.570, 0.030, -1.760], [8.293, -1.417, -1.402], [8.619, -0.227, -0.074], [6.515, 1.191, -2.080], [4.241, 1.669, -1.614], [1.807, 2.002, -1.036], [-2.334, -0.479, -1.403], [-0.904, -0.832, -0.323], [-2.356, -0.991, 1.747], [-3.019, -1.998, 0.535], [-7.430, -2.232, -1.554], [-9.586, -0.537, -1.119], [-8.813, 1.381, 0.407], [-5.153, 1.432, 0.725], [-3.889, 1.242, 1.904], [-3.083, 2.770, -0.091], [-3.580, 1.640, -0.942], [0.007, -0.031, 1.951], [4.110, -1.166, 1.326], [7.119, -2.752, 0.365], [6.196, -2.514, 1.864], [7.598, -1.363, 1.655]], "forces_ev_per_a": [[0.57, -1.73, -4.87], [-9.38, 2.74, 0.75], [-5.51, -8.86, 11.53], [3.17, -3.52, 1.47], [0.42, 2.22, 0.51], [-1.30, 2.20, 1.13], [-2.90, 4.61, -3.70], [5.12, 6.84, -9.75], [-5.39, -2.56, 2.17], [1.28, -0.80, -1.43], [3.96, 8.96, 2.04], [4.20, -6.09, -7.24], [-2.79, -4.36, 6.10], [-0.06, -3.94, -3.67], [5.68, -7.66, 4.84], [-0.99, 4.81, -1.31], [0.55, 7.26, 1.80], [-5.76, -9.07, -4.52], [5.60, 1.23, 1.18], [-2.49, 0.28, -1.55], [1.32, -2.38, 0.67], [-0.42, 10.90, 4.32], [0.37, -18.04, 4.07], [-1.84, -6.84, 11.01], [0.11, -4.39, 0.56], [5.58, 3.94, -7.67], [-0.51, 7.79, -8.00], [3.83, -4.38, 8.89], [0.03, 1.62, -0.21], [0.52, -1.63, 1.10], [3.58, 0.31, 4.08], [4.92, 5.27, -8.57], [-2.27, 2.39, -1.70], [0.18, -0.91, 0.38], [0.28, 0.25, 2.20], [-2.54, 2.28, 0.42], [-1.22, 1.11, -2.15], [1.03, 0.89, -1.20], [0.07, 3.99, 1.37], [-2.95, -0.32, -1.20], [-0.13, 0.92, 1.06], [0.87, -0.82, -0.26], [-0.23, -1.06, -1.94], [1.33, 14.71, 2.19], [-3.55, -1.28, -7.25], [2.27, -0.15, -1.21], [-5.59, -4.56, 7.01], [0.91, -0.42, -0.66], [1.11, 0.24, -1.11], [-1.02, -2.00, -1.70]]}